1.
Computed, not measured: a 2-piece molecular cluster, C4H14N3 overall, with ωB97M-V/def2-TZVPD.

Summary:
Relative energy (zero: lowest compared OMol25 entry of this formula, charge and spin)   35.48 kcal per mole
Net charge   +1
M   104.18 g/mol

Cartesian coordinates (Å):
C -2.874698 0.553511 0.435270
C -1.031712 1.976756 0.036541
N -1.501499 0.804263 -0.021303
H -2.824599 -0.082668 1.316332
H -3.398811 -0.040274 -0.315426
H -3.405083 1.484865 0.593843
H -1.630516 2.819143 0.365087
H -0.002563 2.153092 -0.248678
H -0.944088 -0.138497 -0.500426
N -0.196361 -1.197458 -0.992969
C 1.206248 -0.704993 -0.892611
C 1.688278 -0.724139 0.557077
N 2.939586 0.008108 0.651769
H -0.297484 -2.030929 -0.416206
H -0.358808 -1.491865 -1.946917
H 1.198479 0.335814 -1.211887
H 1.896422 -1.306759 -1.478459
H 0.950310 -0.234990 1.202095
H 1.718157 -1.766685 0.907826
H 3.167878 0.158502 1.630839
H 3.700866 -0.574794 0.328206

Forces on atoms 1 to 6 (eV/Å):
0.14 -0.60 -0.49
0.37 -0.11 -0.17
-0.81 0.43 0.17
-0.06 0.26 0.24
0.05 0.16 -0.11
-0.05 0.02 0.25

Results of the natural (NBO) charge analysis, in e, for atoms 1 through 2: -0.437, 0.079



2.
Computed, not measured: a 7-piece molecular cluster, C41H41N9O13P overall at a distorted geometry, with ωB97M-V/def2-TZVPD.

Summary:
Net charge   +1
Energy   -3398.4484 hartree
M   898.80 g/mol

Cartesian coordinates (Å):
C -2.172870 -4.072483 -11.969228
N -1.835460 -3.333928 -10.724350
C -0.613006 -2.543964 -10.802877
N 0.281144 -2.918934 -9.685244
C 1.338287 -3.803839 -9.706429
C 1.789490 -3.815142 -8.444824
N 1.038632 -2.977752 -7.692177
C 0.102805 -2.434648 -8.475586
P -1.126561 -1.272109 -7.767257
O -0.767890 -1.088747 -6.355855
H -1.404959 -4.010572 -12.738034
H -3.135852 -3.720969 -12.328853
H -2.313784 -5.127875 -11.740334
H -1.713342 -4.026179 -9.998264
H -0.060626 -2.681717 -11.732614
H -0.826452 -1.477525 -10.719009
H 1.662275 -4.347702 -10.571472
H 2.607899 -4.418177 -8.092569
H 1.129877 -2.796851 -6.697294
H -1.181380 -0.100009 -8.547458
H -2.398838 -1.870025 -7.882534
C 0.628119 0.664762 -2.212078
C 1.796566 0.517915 -1.471370
C 2.812643 -0.306570 -1.931002
C 2.639859 -0.970697 -3.132025
C 1.483331 -0.838385 -3.871450
C 0.472729 -0.017317 -3.412505
N 3.708054 -1.834513 -3.652684
O 4.710384 -1.962060 -2.990551
O 3.520284 -2.378392 -4.732881
H -0.159742 1.314444 -1.853355
H 1.914924 1.049640 -0.537783
H 3.720495 -0.419965 -1.356113
H 1.360918 -1.364188 -4.804372
H -0.433522 0.091153 -3.992317
C -0.750936 -3.749435 2.034579
C -1.635893 -2.742914 2.399523
C -1.201259 -1.429342 2.462356
C 0.115324 -1.142045 2.150502
C 1.012007 -2.133211 1.790752
C 0.571863 -3.445159 1.735079
N 0.561880 0.252516 2.188379
O -0.249126 1.095666 2.521381
O 1.711485 0.494195 1.876813
H -1.093117 -4.774809 1.982729
H -2.664897 -2.980591 2.633782
H -1.893429 -0.648756 2.747921
H 2.039040 -1.896065 1.554002
H 1.259042 -4.231506 1.454436
C -1.871716 2.609108 5.671845
C -2.701214 2.818346 6.766076
C -3.193670 1.737808 7.480766
C -2.844881 0.456823 7.089979
C -2.025953 0.233757 5.997840
C -1.537301 1.317862 5.285593
N -3.343292 -0.690706 7.860877
O -4.070505 -0.463012 8.805286
O -2.990812 -1.800295 7.511206
H -1.483587 3.454779 5.118627
H -2.961833 3.824472 7.065239
H -3.837429 1.901285 8.332946
H -1.763266 -0.771321 5.699615
H -0.895024 1.157036 4.433373
C -3.775813 1.113744 -2.861913
C -3.170415 1.689844 -1.752890
C -3.473942 1.231017 -0.481009
C -4.380822 0.195499 -0.339805
C -4.997297 -0.384566 -1.432855
C -4.690557 0.080815 -2.701548
N -4.686036 -0.305161 1.008837
O -4.135417 0.245277 1.940919
O -5.458179 -1.234993 1.108322
H -3.534068 1.471782 -3.854698
H -2.460658 2.496832 -1.879112
H -3.004099 1.679397 0.382902
H -5.707317 -1.188978 -1.307545
H -5.164145 -0.363889 -3.566213
C 0.102591 -0.346866 9.685414
C 1.242996 -0.887372 10.264557
C 2.395463 -0.125123 10.371340
C 2.387071 1.174459 9.897775
C 1.261816 1.725904 9.312961
C 0.114360 0.956947 9.207065
N 3.601200 1.993663 10.028711
O 4.579346 1.475972 10.527402
O 3.553006 3.140039 9.630478
H -0.798094 -0.943636 9.608088
H 1.233186 -1.902969 10.635844
H 3.282688 -0.545436 10.821556
H 1.269451 2.740774 8.943111
H -0.774075 1.375673 8.754171
C 5.234116 3.918410 1.004774
C 3.971356 3.339554 1.007735
C 2.982487 3.835965 0.174786
C 3.271927 4.902168 -0.655347
C 4.521836 5.493918 -0.666382
C 5.507056 4.996337 0.171907
N 2.226004 5.407655 -1.556279
O 1.133876 4.872599 -1.509708
O 2.512775 6.322074 -2.299257
H 6.007987 3.527948 1.652759
H 3.756885 2.500872 1.656808
H 2.000590 3.385662 0.180444
H 4.735056 6.329869 -1.316278
H 6.489873 5.447154 0.173421

Forces on atoms 1 to 6 (eV/Å):
-0.61 -0.11 0.47
0.67 -0.37 -0.44
-0.22 -0.34 0.12
-0.48 0.40 -1.52
-0.77 0.53 -0.10
1.38 -1.12 0.45

Results of the Mulliken charge analysis, in e, for atoms 1 through 2: -0.806, -0.233



3.
Computed, not measured: a 3-piece molecular cluster, C22H46NO6 overall at a distorted geometry, with ωB97M-V/def2-TZVPD.

Summary:
2S+1   2
Energy   -1371.7909 hartree
M   420.61 g/mol

Cartesian coordinates (Å):
C 0.130614 6.041845 -1.258290
O -0.962414 5.594659 -2.079167
C -0.524892 4.553674 -3.016495
C -1.859010 3.852574 -3.545437
C -2.165765 2.410316 -2.917115
C -1.790769 2.248133 -1.371460
C -0.690730 1.125844 -1.038706
C 0.470629 0.967651 -2.123527
C 1.604097 -0.114198 -1.695483
O 2.739634 0.568430 -1.074237
C 3.703316 -0.465043 -0.848226
C 4.696871 -0.829530 -2.066440
O 3.834136 -1.072857 0.233630
C -0.085393 1.508136 0.415683
C -1.118929 1.329557 1.628457
C -0.207422 1.138556 2.965590
C -1.977831 2.686882 1.920317
N -2.130328 0.238839 1.452441
O -2.435543 -0.188768 2.656942
C -1.671914 -0.850754 0.544184
C -2.923972 -1.895223 0.439981
C -0.450475 -1.730584 1.125314
C -1.439343 -0.305633 -0.941049
H 0.733342 6.908626 -1.716131
H -0.309560 6.433510 -0.266924
H 0.880620 5.233497 -0.970777
H 0.136423 3.850580 -2.412131
H 0.094056 4.989449 -3.870404
H -1.822139 3.769248 -4.693880
H -2.726142 4.556415 -3.298785
H -3.308542 2.268901 -2.991166
H -1.715979 1.631693 -3.612643
H -2.747490 1.928500 -0.811546
H -1.452291 3.211689 -0.857337
H 1.046467 1.925926 -2.353537
H 0.087775 0.586221 -3.142290
H 1.990884 -0.568969 -2.685609
H 1.192512 -0.961441 -1.058059
H 5.791530 -0.709528 -1.785848
H 4.424647 -1.895786 -2.396783
H 4.424711 -0.157859 -2.962085
H 0.224902 2.619464 0.389644
H 0.856612 0.929407 0.682198
H 0.094282 0.058094 3.145350
H 0.702829 1.818193 2.893607
H -0.790272 1.462841 3.904087
H -1.498700 3.614990 1.464688
H -2.112748 2.889813 3.030345
H -2.991105 2.556428 1.385962
H -2.588627 -2.909650 0.870068
H -3.218911 -2.071391 -0.651140
H -3.839526 -1.542938 1.012282
H -0.701405 -2.243989 2.117019
H -0.161207 -2.463552 0.296741
H 0.494379 -1.101664 1.326420
H -2.490281 -0.141805 -1.388857
H -0.942629 -1.117838 -1.568780
C 5.868088 -4.275750 0.364396
C 5.413289 -4.682170 -1.023408
O 4.040296 -4.357451 -1.205982
H 5.269778 -4.780623 1.126840
H 6.920733 -4.525585 0.519132
H 5.735718 -3.200595 0.515290
H 5.526291 -5.759169 -1.162817
H 6.001619 -4.170659 -1.792831
H 3.948941 -3.402558 -1.089429
C -2.653992 -3.879694 4.480999
C -3.991650 -3.219597 4.211672
O -4.459645 -3.566454 2.913483
H -1.917838 -3.572080 3.734030
H -2.280919 -3.615843 5.473511
H -2.739464 -4.968567 4.415541
H -3.897142 -2.132880 4.256320
H -4.737268 -3.532445 4.949997
H -4.549817 -4.527462 2.882645

Forces on atoms 1 to 6 (eV/Å):
0.25 1.01 1.12
1.73 -0.73 -0.18
-0.65 -0.08 0.21
0.14 0.17 -0.20
-0.94 0.53 -0.22
-0.03 -0.50 0.29

Results of the Mulliken charge analysis, in e, for atoms 1 through 2: -0.633, -0.362



4.
Computed, not measured: a 2-piece molecular cluster, C32H39N2S overall at a distorted geometry, with ωB97M-V/def2-TZVPD.

Summary:
Net charge   +1
Energy   -1750.2262 hartree
M   483.75 g/mol

Cartesian coordinates (Å):
C 7.003788 0.725015 -0.700447
C 5.579165 1.089262 -0.978328
C 5.120609 2.368522 -0.664797
C 3.805188 2.759747 -0.916027
C 3.490512 4.184905 -0.562568
C 2.885598 1.841788 -1.467982
C 1.434752 2.208925 -1.805261
C 1.383713 3.297895 -2.887859
C 0.531105 2.557362 -0.591922
C 0.170587 1.473715 0.344774
C -0.188745 1.734927 1.680547
C 0.009144 0.710491 2.678184
C 0.690366 -0.579071 2.324853
C -0.363356 0.904252 3.995942
C -0.906795 2.123010 4.425484
C -1.433646 2.270216 5.820000
C -0.956033 3.178862 3.515652
C -0.584361 3.038606 2.185231
C -0.609565 4.306998 1.398036
C 3.363000 0.558679 -1.800303
C 2.475729 -0.451334 -2.467284
C 4.681538 0.190042 -1.541681
H 7.207848 -0.308442 -0.995161
H 7.699790 1.379254 -1.241385
H 7.233841 0.831290 0.367143
H 5.817621 3.076191 -0.210101
H 2.529216 4.534985 -0.934593
H 3.495544 4.334714 0.527903
H 4.258038 4.863483 -0.967285
H 0.954631 1.324580 -2.244867
H 1.892645 2.932724 -3.786571
H 0.345772 3.528541 -3.150698
H 1.870608 4.236234 -2.609012
H 1.072006 3.300267 -0.001547
H -0.378827 3.033419 -0.992201
H 0.410390 0.441785 0.042075
H 0.748021 -1.222923 3.211329
H 0.134477 -1.113779 1.552008
H 1.716958 -0.424449 1.968855
H -0.260597 0.098212 4.725356
H -1.822483 3.280949 5.979418
H -2.248558 1.560141 6.019541
H -0.650091 2.076303 6.562957
H -1.319775 4.142840 3.870800
H -1.218960 5.050376 1.926596
H 0.374663 4.783559 1.290854
H -1.062266 4.170447 0.419128
H 3.040146 -1.371537 -2.642122
H 1.607101 -0.715407 -1.849615
H 2.105147 -0.104171 -3.440915
H 5.009000 -0.823688 -1.788982
C -6.537637 -5.960035 -1.388657
C -5.176960 -5.716950 -1.196738
C -4.715363 -4.391708 -1.162985
C -5.592630 -3.318290 -1.323082
C -6.950456 -3.574047 -1.523881
C -7.422198 -4.888548 -1.560624
S -4.754014 -1.791916 -1.092777
C -3.185962 -2.611916 -0.785853
N -2.051394 -2.033447 -0.577069
C -0.864438 -2.905843 -0.431836
C -1.011174 -4.276759 -1.053128
C -2.327276 -4.939033 -0.707708
N -3.411402 -3.968342 -0.848253
H -6.919502 -6.978013 -1.389060
H -4.487442 -6.556056 -1.047189
H -7.636254 -2.730036 -1.619405
H -8.477876 -5.090934 -1.703751
H -0.000697 -2.388322 -0.878051
H -0.655551 -3.022099 0.635304
H -0.936363 -4.201994 -2.144222
H -0.201638 -4.925791 -0.714901
H -2.527030 -5.764249 -1.397648
H -2.300937 -5.354383 0.318361

Forces on atoms 1 to 6 (eV/Å):
0.36 -0.17 0.07
-0.19 0.30 0.15
-0.10 -0.42 -0.18
0.08 -0.24 0.04
-0.14 0.61 0.29
0.26 0.00 0.16

Results of the Mulliken charge analysis, in e, for atoms 1 through 2: -1.523, 0.631



5.
Computed, not measured: an isolated ion of composition C9H14F5N4O4S and charge +1 at a distorted geometry, with ωB97M-V/def2-TZVPD.

Summary:
SMILES   O=S(=O)(Nc1nc(CCCO)[nH][n+]1CCO)C(F)(F)C(F)(F)F
Net charge   +1
Energy   -1768.1789 hartree
M   369.29 g/mol

Cartesian coordinates (Å):
O -2.055549 1.120177 -3.431341
S -2.218566 1.276938 -1.893684
O -3.738588 1.638085 -1.667612
N -1.985625 -0.279150 -1.118127
C -0.813157 -0.750746 -0.581057
N 0.505244 -0.011863 -0.514667
C 1.461997 -1.033448 0.135232
C 3.074319 -0.670526 0.370708
C 3.377112 0.954731 0.293657
C 3.018095 1.628875 1.750120
O 1.590208 1.988455 1.807151
N 0.691166 -2.299341 0.473714
N -0.628240 -2.114939 0.047555
C -1.597895 -3.262602 0.250340
C -2.705612 -3.002399 1.448197
O -3.869225 -2.275782 0.904903
C -1.238295 2.683807 -1.138401
F -0.962630 2.509698 0.328281
F -2.129670 3.901180 -1.218855
C 0.138457 3.080009 -1.935507
F 0.723027 1.996849 -2.759283
F 1.128612 3.549509 -0.898276
F -0.066432 4.254303 -2.846174
H -2.823298 -0.931009 -1.102580
H 3.636500 -1.141425 -0.570982
H 3.481938 -1.119862 1.371440
H 2.753017 1.479718 -0.559310
H 4.520890 1.089363 0.075605
H 3.681592 2.592720 1.867413
H 3.291427 0.905623 2.634496
H 1.018315 1.183964 2.020233
H 1.139075 -3.129521 0.924478
H -2.127611 -3.623764 -0.749641
H -0.948747 -4.193981 0.616485
H -3.099965 -4.057155 1.810507
H -2.226112 -2.495520 2.405247
H -3.995772 -1.440972 1.449736

Forces on atoms 1 to 6 (eV/Å):
1.33 0.57 6.21
-8.63 0.06 -6.48
6.46 -1.62 0.65
1.09 -0.70 1.04
5.41 -1.97 2.20
-1.07 -6.55 2.13

Results of the natural (NBO) charge analysis, in e, for atoms 1 through 2: -0.753, 1.978



Please write out number 1 again, unchanged.
Computed, not measured: a 2-piece molecular cluster, C4H14N3 overall, with ωB97M-V/def2-TZVPD.

Summary:
Relative energy (zero: lowest compared OMol25 entry of this formula, charge and spin)   35.48 kcal per mole
Net charge   +1
M   104.18 g/mol

Cartesian coordinates (Å):
C -2.874698 0.553511 0.435270
C -1.031712 1.976756 0.036541
N -1.501499 0.804263 -0.021303
H -2.824599 -0.082668 1.316332
H -3.398811 -0.040274 -0.315426
H -3.405083 1.484865 0.593843
H -1.630516 2.819143 0.365087
H -0.002563 2.153092 -0.248678
H -0.944088 -0.138497 -0.500426
N -0.196361 -1.197458 -0.992969
C 1.206248 -0.704993 -0.892611
C 1.688278 -0.724139 0.557077
N 2.939586 0.008108 0.651769
H -0.297484 -2.030929 -0.416206
H -0.358808 -1.491865 -1.946917
H 1.198479 0.335814 -1.211887
H 1.896422 -1.306759 -1.478459
H 0.950310 -0.234990 1.202095
H 1.718157 -1.766685 0.907826
H 3.167878 0.158502 1.630839
H 3.700866 -0.574794 0.328206

Forces on atoms 1 to 6 (eV/Å):
0.14 -0.60 -0.49
0.37 -0.11 -0.17
-0.81 0.43 0.17
-0.06 0.26 0.24
0.05 0.16 -0.11
-0.05 0.02 0.25

Results of the natural (NBO) charge analysis, in e, for atoms 1 through 2: -0.437, 0.079



Question: The lowest M belongs to which entry?
Answer: C4H14N3